181
Properties=species:S:1:pos:R:3:forces:R:3 method="wB97M-V/def2-TZVPD" multiplicity=1 homo_ev=-11.233 charge=+1 e_lumo_ev=-6.87 gap_ev=4.361
Hg -0.620 -1.057 2.978 0.88 0.82 -0.28
Sn -5.647 -3.090 1.447 1.80 0.66 -0.40
B -2.857 -2.610 3.418 -1.47 -1.05 1.57
F -2.004 -2.995 2.441 0.68 -0.97 -1.69
F -2.031 -2.172 4.442 -0.40 0.50 1.12
F -3.669 -1.545 2.985 -0.79 -0.40 -0.53
F -3.685 -3.709 3.828 0.01 1.24 -0.52
C 3.462 -1.523 1.980 1.19 -0.05 -0.90
F 3.096 -1.070 0.740 0.18 -1.05 1.87
F 3.253 -2.880 2.063 0.59 2.41 -0.30
F 4.801 -1.188 2.100 -2.55 -1.11 0.15
S 2.463 -0.582 3.354 2.23 3.45 0.78
O 3.519 -0.098 4.304 -3.32 -1.94 -2.47
O 1.677 0.478 2.730 0.22 -1.54 0.00
N 1.264 -1.685 3.884 1.95 1.95 -2.22
S 1.972 -2.365 5.102 1.38 -4.37 5.02
O 3.367 -2.753 4.891 -2.07 0.54 -0.64
O 1.662 -1.732 6.356 -0.28 -0.19 -0.95
C 1.004 -4.068 5.134 1.97 0.73 0.81
F -0.297 -3.788 5.120 0.35 -0.81 0.01
F 1.387 -4.813 4.099 -0.72 0.25 -0.68
F 1.370 -4.802 6.211 -0.85 1.16 -0.44
C -0.529 -2.736 -0.728 0.36 0.30 -0.08
F -0.775 -3.350 -1.927 0.55 1.24 2.10
F -0.647 -3.640 0.281 0.43 1.07 -1.41
F 0.729 -2.163 -0.707 -2.20 -1.25 -0.16
S -1.876 -1.337 -0.416 -1.19 -2.31 -0.88
O -2.122 -0.695 -1.698 1.20 -0.50 2.07
O -3.025 -2.084 0.079 0.20 0.10 0.33
N -1.193 -0.489 0.929 -1.09 -3.31 -2.44
S -1.165 1.006 0.527 -0.15 5.76 -0.44
O -2.355 1.477 -0.184 1.91 -1.07 0.71
O -0.838 1.700 1.758 0.54 -0.56 -0.88
C 0.412 1.152 -0.700 -0.46 -0.01 -0.99
F 0.166 0.638 -1.946 0.02 -0.14 1.56
F 0.689 2.420 -0.919 -0.08 -0.02 1.04
F 1.457 0.516 -0.164 -1.07 0.47 -0.31
Cl -3.667 -5.783 1.859 -0.50 0.12 -0.43
C -2.020 -6.397 1.609 1.81 -1.49 0.68
C -1.822 -7.746 2.396 0.19 0.98 -0.23
Cl -2.495 -9.182 1.583 0.04 0.40 0.13
H -1.244 -5.724 1.974 -0.58 0.48 0.60
H -1.705 -6.482 0.569 -0.91 -0.30 -0.24
H -2.184 -7.693 3.422 -0.57 0.11 -0.25
H -0.753 -7.885 2.558 0.11 -0.09 -0.59
Cl 3.742 -4.385 -4.554 0.08 0.05 0.44
C 4.008 -4.012 -2.806 0.02 -0.22 -0.22
C 3.606 -2.611 -2.465 -1.13 -0.38 0.56
Cl 4.697 -1.424 -3.087 0.79 0.87 -0.37
H 5.065 -4.141 -2.574 -0.05 -0.20 -0.20
H 3.402 -4.706 -2.223 0.11 0.00 -0.22
H 3.566 -2.528 -1.379 0.16 0.04 0.07
H 2.605 -2.374 -2.823 0.02 -0.09 -0.12
Cl 8.461 -2.048 0.009 0.16 0.03 0.36
C 7.856 -0.640 0.933 -0.23 0.58 0.13
C 6.971 0.196 -0.005 -0.60 -1.04 0.49
Cl 7.927 0.753 -1.393 -0.29 0.34 0.08
H 8.664 -0.045 1.359 0.36 -0.12 -0.56
H 7.367 -1.033 1.824 -0.54 0.00 -0.36
H 6.375 0.983 0.458 0.88 0.48 0.26
H 6.163 -0.441 -0.366 0.26 -0.31 -0.45
Cl -5.483 0.426 -0.819 0.19 0.21 -0.41
C -6.928 0.765 -1.827 -0.92 -1.25 0.66
C -8.179 0.403 -1.019 1.00 1.29 1.07
Cl -8.185 -1.289 -0.574 -0.30 -1.08 0.09
H -6.870 0.016 -2.617 0.20 0.90 -0.67
H -6.978 1.837 -2.021 0.30 -0.29 -0.61
H -9.148 0.677 -1.436 0.27 -0.14 -0.29
H -8.027 0.912 -0.067 -0.54 0.17 0.05
Cl 4.269 4.416 -2.250 -0.15 0.38 -0.09
C 5.075 2.842 -2.332 0.41 -0.97 -1.40
C 5.225 2.335 -3.829 -0.49 0.75 1.40
Cl 6.449 3.326 -4.729 -0.76 -0.61 0.37
H 4.416 2.163 -1.790 0.22 -0.14 -0.07
H 6.039 2.939 -1.834 -0.14 -0.09 -0.09
H 4.226 2.401 -4.259 0.21 0.49 -0.43
H 5.454 1.271 -3.903 0.59 0.20 0.30
Cl 0.996 3.354 -3.693 0.01 0.70 0.03
C 0.114 2.425 -4.900 0.17 -1.55 -0.58
C 1.152 1.824 -5.883 -1.14 0.47 -0.03
Cl 2.087 0.497 -5.167 0.38 0.21 0.28
H -0.657 2.966 -5.450 0.32 0.53 0.13
H -0.410 1.661 -4.326 0.08 -0.19 -0.19
H 1.732 2.689 -6.203 0.66 -0.46 0.04
H 0.734 1.353 -6.773 -0.47 0.32 0.15
Cl -0.528 3.809 6.351 -0.57 0.00 0.04
C -1.742 2.618 6.901 -0.69 -0.32 -0.12
C -1.196 1.218 6.783 0.34 0.21 2.29
Cl -0.868 0.784 5.157 0.39 -0.06 -1.97
H -2.672 2.661 6.333 0.21 0.57 -0.38
H -2.030 2.833 7.930 0.40 0.01 0.05
H -1.855 0.470 7.225 -0.12 0.18 -0.05
H -0.245 1.189 7.315 0.06 -0.28 -0.01
Cl -3.438 3.882 -3.812 0.28 -0.14 0.34
C -3.982 2.190 -3.850 -0.93 -0.19 -0.12
C -3.565 1.387 -5.086 0.09 -0.32 0.58
Cl -3.380 2.426 -6.478 0.31 0.10 -0.85
H -5.070 2.248 -3.875 -0.01 0.12 0.13
H -3.699 1.699 -2.919 0.23 0.05 -0.12
H -4.338 0.675 -5.374 -0.04 -0.01 0.35
H -2.667 0.802 -4.887 0.20 0.28 -0.27
Cl 3.967 2.016 1.048 0.04 0.36 -0.06
C 3.433 3.685 1.423 -0.21 0.38 -0.41
C 2.551 3.700 2.622 -0.46 -0.55 0.87
Cl 2.142 5.381 2.928 -0.14 1.04 0.33
H 2.831 4.099 0.613 0.30 -0.37 -0.43
H 4.284 4.353 1.551 0.12 -0.38 0.01
H 3.025 3.302 3.520 0.05 -0.04 -0.10
H 1.580 3.222 2.491 0.30 -0.42 -0.22
Cl 4.984 6.843 0.496 0.20 -0.36 0.20
C 3.493 7.342 -0.284 -0.97 1.94 -0.05
C 3.169 8.841 0.071 0.74 -0.12 -0.42
Cl 3.267 9.183 1.844 -0.34 -0.17 -0.61
H 2.609 6.756 -0.034 0.53 -0.37 0.32
H 3.659 7.282 -1.360 -0.08 0.00 0.11
H 2.233 9.223 -0.336 -0.37 -0.71 0.41
H 3.870 9.520 -0.414 0.50 -0.27 0.27
Cl 2.492 8.854 -3.294 -0.42 0.66 0.13
C 0.828 8.300 -3.757 0.88 -0.23 0.41
C 0.641 6.949 -3.081 -0.28 0.07 -0.56
Cl 0.292 7.011 -1.316 -0.10 0.29 -0.41
H 0.956 8.268 -4.839 -0.54 -0.59 0.08
H 0.019 8.991 -3.518 0.44 0.25 0.26
H 1.560 6.370 -3.174 -0.33 -0.16 -0.17
H -0.221 6.467 -3.541 0.18 -0.30 0.10
Cl -1.344 -6.346 -2.795 -0.01 0.15 -1.35
C -0.372 -6.536 -4.356 1.23 -1.79 1.54
C -0.952 -7.358 -5.495 -0.09 1.71 -0.09
Cl -2.079 -6.285 -6.372 -0.81 0.00 -0.29
H 0.426 -7.159 -3.951 0.20 -0.09 -0.08
H 0.162 -5.619 -4.607 -0.82 0.22 -0.25
H -1.454 -8.292 -5.239 0.19 0.25 0.16
H -0.165 -7.483 -6.238 0.14 -0.47 0.36
Cl -4.589 -5.223 -1.706 0.69 -0.16 1.06
C -5.811 -5.259 -2.979 -0.37 0.20 0.18
C -7.216 -5.606 -2.354 2.28 -0.69 -1.63
Cl -7.585 -4.234 -1.337 -0.85 0.34 0.71
H -5.389 -5.915 -3.741 -0.61 -0.28 0.06
H -5.725 -4.234 -3.340 -0.74 -0.16 -0.37
H -7.161 -6.547 -1.806 0.05 0.31 0.32
H -7.935 -5.770 -3.157 -0.25 0.59 0.18
Cl -3.614 5.387 4.259 -0.41 -0.14 0.15
C -2.110 5.883 3.433 -0.34 0.18 -0.43
C -1.607 4.748 2.537 -0.07 0.07 0.34
Cl -2.492 4.655 0.943 0.45 0.25 0.74
H -1.458 6.206 4.245 0.39 -0.47 -0.29
H -2.387 6.780 2.878 0.20 -0.16 -0.18
H -1.782 3.789 3.025 0.05 0.13 -0.09
H -0.537 4.830 2.343 -0.15 0.23 -0.24
Cl 2.188 -7.763 2.216 0.09 0.05 -0.04
C 3.455 -6.504 2.116 -0.21 0.77 -0.98
C 3.636 -6.011 0.667 1.11 -0.94 0.06
Cl 2.271 -5.128 0.063 -1.47 0.57 -0.17
H 4.378 -6.923 2.518 -0.14 0.16 -0.04
H 3.092 -5.638 2.670 0.27 -0.30 0.38
H 3.797 -6.817 -0.048 0.02 -0.21 0.30
H 4.470 -5.322 0.531 0.20 -0.14 0.59
Cl -3.838 -2.505 -5.849 -0.21 -0.11 -0.39
C -2.157 -2.749 -5.272 -0.45 -0.05 0.77
C -1.114 -2.630 -6.374 0.05 -0.83 0.68
Cl -1.142 -1.063 -7.145 -0.12 0.54 -0.40
H -2.192 -3.725 -4.789 0.40 -0.20 -0.37
H -2.132 -2.045 -4.440 0.79 0.29 -0.31
H -1.238 -3.448 -7.083 -0.36 0.33 -0.28
H -0.096 -2.771 -6.009 -0.11 0.09 0.49
Cl 4.634 3.941 7.562 -0.47 0.20 -0.68
C 3.026 3.776 6.774 -0.79 -1.65 1.00
C 2.688 2.292 6.427 0.56 1.97 -1.32
Cl 2.675 1.231 7.784 -0.11 -0.58 0.91
H 2.814 4.414 5.916 0.73 0.09 -0.04
H 2.283 4.009 7.537 0.20 0.43 0.10
H 3.378 1.900 5.679 -0.10 -0.05 0.09
H 1.686 2.372 6.007 0.02 -0.39 -0.11
Cl -6.518 0.201 2.263 -0.32 -1.34 -0.03
C -6.230 1.934 2.373 1.09 1.19 0.00
C -4.831 2.408 1.998 -0.17 -0.25 0.51
Cl -3.634 1.863 3.223 -0.28 -0.06 -0.33
H -6.421 2.132 3.428 -0.16 0.39 -0.27
H -6.887 2.474 1.692 -0.45 -0.33 0.23
H -4.868 3.497 2.022 0.19 0.00 0.14
H -4.496 2.107 1.006 0.00 -0.11 0.24